{
  "formula": "C2HCl2NS",
  "method": "ωB97M-V/def2-TZVPD",
  "e_above_lowest_kcal_mol": 74.1,
  "e_lumo_ha": [-0.1215, -0.1214],
  "homo_lumo_gap_ev": [4.36, 4.37],
  "symbols": ["C", "C", "N", "S", "Cl", "Cl", "H"],
  "coordinates": [[-0.695414, 0.900663, -1.624322], [0.399318, -0.818055, 1.356670], [-0.543009, 0.107821, -0.786473], [-0.862054, 1.900025, -2.838318], [0.885526, 0.690821, 2.152829], [1.542995, -1.715126, 0.623869], [-0.727361, -1.066149, 1.115746]],
  "forces_ev_per_a": [[0.228, 0.429, -0.106], [-1.810, 2.768, -1.483], [0.286, -2.083, 2.042], [-0.229, 0.994, -1.058], [-0.892, -2.492, -0.797], [0.120, -0.257, 0.333], [2.297, 0.641, 1.069]]
}